Record 1
# C17H36F3N2O13P3S

A 3-piece molecular cluster, C17H36F3N2O13P3S overall (ωB97M-V/def2-TZVPD, the Open Molecules 2025 dataset).

Cartesian coordinates (Å):
H 0.920 -8.530 0.429
C -1.698 0.604 1.724
H -0.406 -3.412 1.222
C -2.611 2.782 -5.087
H -3.195 3.331 -0.889
H -4.736 3.462 -1.733
H 0.360 2.697 4.257
H -2.707 -1.939 -3.724
H 1.343 2.103 5.612
O -2.515 4.856 -3.399
C -2.448 0.372 -2.610
H 3.077 4.716 4.547
P -2.947 -0.619 -4.139
C -0.871 2.225 -2.096
P 0.936 -5.390 -0.489
O -3.505 -0.248 -0.577
H 0.726 2.009 -3.525
O 5.431 2.053 4.169
H -1.251 -4.983 1.322
H 0.873 0.554 0.266
C 3.242 4.384 5.568
O 1.866 -4.503 0.257
F -2.423 -0.325 2.336
O 1.936 -6.430 -1.274
H -2.856 1.877 -5.639
H 3.864 -5.987 -0.639
H -0.575 -0.406 -3.164
H 0.154 -7.996 -1.080
S -4.698 -0.313 -4.868
C -3.644 0.407 -1.617
H 2.927 -7.042 0.454
H -3.287 3.542 -5.458
H 1.111 3.093 -2.214
H -3.816 4.915 -1.302
C 0.128 -7.913 0.003
O 2.348 2.570 3.843
N -2.853 2.616 -3.659
F -0.870 1.125 2.658
H -1.892 -0.300 -5.042
O -0.434 -4.512 -0.544
H 3.534 -7.666 -1.098
O -1.036 0.003 0.727
C -2.999 3.855 -2.951
O 0.284 -6.562 0.455
H -1.578 3.093 -5.273
H 0.055 3.628 -3.521
H 2.289 4.365 6.097
H 6.089 0.675 5.572
H -0.830 -8.282 0.365
H -1.981 -3.636 0.445
O 3.847 3.087 5.634
C -0.141 0.870 0.025
H 0.701 0.694 -1.852
O -4.616 1.104 -1.917
C -1.118 -0.301 -2.198
H -0.241 1.872 0.446
N -1.918 1.712 -3.046
C -3.741 3.889 -1.650
F -2.524 1.575 1.329
C 3.134 -6.791 -0.586
C 1.200 2.062 4.532
C -1.039 -4.122 0.692
H 0.986 1.046 4.220
O 3.544 0.635 4.782
C 0.309 2.784 -2.879
H -0.419 -1.593 -1.016
C -0.319 0.860 -1.506
C 6.231 1.721 5.304
H -1.336 1.435 -3.849
H -1.179 2.725 -1.188
H 3.901 5.091 6.070
H 7.268 1.878 5.012
O -1.178 -1.546 -1.605
P 3.808 2.036 4.374
H 6.010 2.362 6.153

**Energy above the lowest of the compared OMol25 structures with the same formula, charge and spin**: 0.0 kJ/mol
**Highest occupied orbital energy**: -8.264 eV
**Kohn-Sham gap**: 7.561 eV
**SMILES**: CC(=O)N(C)[N@H+]1[C@H](C)[C@@H](COC(F)(F)F)[C@@H](O)[C@@]1([PH2]=S)C(=O)[O-].COP(=O)(OC)OC.COP(=O)(OC)OC
**2S+1**: 1
**E_LUMO**: -0.7 eV

***

Record 2
# C17H36F5IN3O8S2

A 3-piece molecular cluster, C17H36F5IN3O8S2 overall (ωB97M-V/def2-TZVPD, the Open Molecules 2025 dataset).

Cartesian coordinates (Å):
C -5.042 3.439 -2.382
O -1.778 -3.926 3.139
N -3.019 -1.304 1.811
H -0.228 -2.651 3.363
S 9.682 -1.639 2.868
H -1.764 0.619 -4.668
C -3.291 5.044 -2.715
H 6.045 -0.679 3.508
H -1.208 -0.613 2.600
H 4.804 0.711 3.791
F 3.598 -1.750 3.619
H -2.816 -5.542 2.434
N 10.200 -0.500 1.650
H 7.762 0.646 3.293
C -1.890 -1.461 2.736
H -5.081 -0.256 -4.029
F 1.895 -1.312 1.192
H -4.631 -0.792 -0.350
H -6.377 -2.085 0.088
C -2.022 0.928 -3.645
O 9.522 -0.996 4.301
H -3.582 -1.574 -1.539
H -6.028 3.419 -1.913
F 1.928 0.466 2.817
C 7.625 1.051 2.195
H -1.646 5.106 -4.119
H 5.881 0.255 0.775
C -2.661 -1.421 0.393
H -0.631 -2.954 1.693
O 9.497 1.649 0.252
H -4.332 2.946 -1.714
C -2.647 4.661 -4.066
H -3.657 -4.010 2.299
C -5.705 -2.872 0.447
O -3.355 0.547 -3.283
H -2.105 2.664 -2.407
H -0.729 2.658 -3.523
O 8.199 -0.424 -0.226
H -2.010 -2.281 0.217
H -4.529 1.191 -4.876
H -3.694 -0.370 -5.128
C 2.754 -0.222 1.789
C -4.197 0.272 -4.396
H -1.356 0.387 -2.964
C 5.253 0.021 2.953
C -2.681 -4.485 2.196
H -5.511 -2.737 1.510
C 4.070 -0.978 2.409
O -4.696 4.793 -2.639
O -4.493 -2.897 -0.297
H -3.481 2.865 -4.501
C -1.074 -2.771 2.677
H -3.239 5.125 -4.861
H -3.183 6.130 -2.607
I 7.742 -2.975 2.224
H -2.315 -4.407 1.170
H -3.716 -2.003 2.041
C -1.796 2.434 -3.431
H 5.538 1.925 1.671
S 8.863 0.385 0.955
N -2.542 3.237 -4.406
C 6.048 0.851 1.772
O 10.867 -2.671 3.030
H -2.304 -1.371 3.745
C -3.905 -1.606 -0.492
H -2.125 -0.519 0.082
H -2.772 4.609 -1.856
F 4.530 -1.983 1.413
H -6.203 -3.836 0.315
H -5.128 2.899 -3.326
F 3.078 0.718 0.652
H 7.795 2.230 2.273

**Energy above the lowest of the compared OMol25 structures with the same formula, charge and spin**: 671.5 kJ/mol
**Highest occupied orbital energy**: -6.275 eV
**Kohn-Sham gap**: 7.858 eV
**Total charge**: -1
**2S+1**: 1
**E_LUMO**: 1.6 eV

***

Record 3
# C17H36N2O9PS2

A 3-piece molecular cluster, C17H36N2O9PS2 overall (ωB97M-V/def2-TZVPD, the Open Molecules 2025 dataset).

Cartesian coordinates (Å):
H 4.921 -3.488 -2.413
H -0.745 2.731 0.565
H 4.084 -2.488 -3.628
H 0.121 -0.903 -3.776
H 0.729 -0.275 -2.256
C -3.792 -1.502 -0.518
H 4.229 -1.896 -1.948
H 0.086 5.047 0.317
C 4.115 -2.775 -2.578
H 1.024 3.005 0.985
H -4.662 -1.332 -1.209
H -0.986 -2.242 1.357
C -1.324 -2.249 2.421
O 1.159 3.097 -3.308
C -0.187 2.951 3.930
H -1.708 0.246 -2.584
H 2.298 -6.586 -0.340
C 0.036 2.642 1.369
C -0.936 0.825 -3.094
H -0.766 1.733 -2.514
O -2.001 -0.117 0.408
H -2.392 -3.890 3.461
H 2.217 -4.564 1.132
C 1.436 -5.918 -0.328
H -1.764 4.856 0.476
H 0.601 0.630 0.782
H -3.754 0.687 -0.390
H -0.912 6.417 0.898
H 2.839 2.392 -5.459
O 2.473 -4.738 -3.019
H -3.999 -0.219 1.230
H 0.870 0.867 2.523
O 1.344 0.722 -3.978
C 0.339 0.016 -3.233
O 2.909 -3.995 -0.700
C -0.825 5.300 0.902
S 2.056 1.977 -3.280
C -0.514 3.901 5.014
C -0.325 3.544 2.613
N -1.024 5.659 3.257
C -3.450 -0.162 0.265
H -0.496 -2.739 3.006
H 3.983 1.386 -4.507
O -1.502 -0.928 3.015
O 1.538 -2.571 -2.188
H -1.119 5.982 5.284
H -1.309 1.133 -4.073
H -3.379 -2.433 3.183
H -3.058 -3.585 1.791
H -2.947 -1.862 -1.150
H 0.992 -3.840 0.099
C -2.620 -3.102 2.693
P -1.514 0.305 1.920
C 3.312 2.242 -4.491
O -2.440 1.353 2.469
H -4.107 -2.291 0.206
C -0.897 5.220 4.497
C 1.847 -4.523 0.107
H 0.678 -6.325 0.343
S 2.578 -3.562 -2.212
O 2.665 1.536 -2.054
C 0.153 1.119 1.697
H 0.152 1.925 4.155
H 1.018 -5.912 -1.334
H -0.468 3.625 6.086
N -0.730 4.795 2.303
H 3.854 3.141 -4.199

**Highest occupied orbital energy**: -12.791 eV
**Kohn-Sham gap**: 8.459 eV
**Total charge**: +1
**2S+1**: 1
**E_LUMO**: -4.3 eV

***

Question: The highest highest occupied orbital energy belongs to which entry?
Answer: C17H36F5IN3O8S2